Entry from the Open Molecules 2025 dataset: 2 unconnected molecules or ions with the total composition C2H6N3O3 in a non-equilibrium geometry (the ωB97M-V functional and the def2-TZVPD basis).

Last columns: bonded neighbours and bond lengths (Å).
Atoms and positions in Å:
1 O -3.23540 1.34193 -0.01433  C8 1.246
2 O 1.12979 -0.68257 -1.37616  C7 1.253
3 O 0.91341 -0.28514 0.81475  C7 1.275
4 N -1.31381 0.51327 -1.04224  C8 1.392, H9 1.051, H12 1.018
5 N -1.62663 0.20552 1.26576  C8 1.427, H11 0.966, H13 1.032
6 N 2.91741 -1.15720 -0.00210  C7 1.442, H10 1.009, H14 1.042
7 C 1.57550 -0.66893 -0.20522  O2 1.253, O3 1.275, N6 1.442
8 C -2.16127 0.71393 0.04414  O1 1.246, N4 1.392, N5 1.427
9 H -0.35456 0.08849 -1.10750  N4 1.051
10 H 3.50816 -0.90486 -0.78009  N6 1.009
11 H -0.69167 0.00028 1.39742  N5 0.966
12 H -1.70158 1.00355 -1.84567  N4 1.018
13 H -2.27103 0.57142 1.98399  N5 1.032
14 H 3.31168 -0.73970 0.86726  N6 1.042

Properties
HOMO energy: -5.1840 eV
Energy relative to the best compared isomer or geometry (same formula, charge and spin): 39.0 kJ/mol
Total charge: -1
E_tot: -12787.7305 eV
Strongest force on any atom: 6.284 eV/A
Kohn-Sham gap: 9.2 eV